(1)
DFT (ωB97M-V/def2-TZVPD) results for a molecular structure, C56H44BCrN7O4S2 in a non-equilibrium geometry.

Expectation value of S² = 0.757
HOMO (alpha / beta) = -0.360 / -0.360 Ha
Net charge = +1
Spin multiplicity = 2
Frontier orbital gap (alpha / beta) = 5.74 / 6.19 eV

Geometry (Å):
Cr (-1.721, -2.251, 0.694)
S (-0.940, 2.001, -0.251)
S (1.083, -0.380, 0.367)
O (0.178, -1.595, 0.343)
O (1.070, -1.588, 6.860)
O (-1.672, 1.993, 1.054)
O (-0.500, 0.063, 7.018)
N (-2.143, -2.314, -1.271)
N (-1.289, -1.899, 2.581)
N (-3.122, -3.021, -1.891)
N (-0.681, -3.950, 1.174)
N (-2.661, -0.406, 0.975)
N (-4.292, -3.748, 0.243)
N (-3.431, -3.195, 1.137)
C (-1.449, 3.265, -2.621)
C (2.970, -2.322, 0.771)
C (-1.714, -0.767, 3.156)
C (1.769, 2.308, -0.654)
C (1.865, 2.197, -5.809)
C (-4.039, 1.456, 0.430)
C (5.585, 3.804, 0.431)
C (3.066, 2.826, -0.332)
C (-1.309, -0.433, 4.428)
C (-2.375, 4.292, -0.638)
C (1.447, -0.028, -1.347)
C (5.466, 2.882, -0.636)
C (0.102, -0.894, 6.507)
C (4.244, 2.404, -1.008)
C (1.964, 3.226, -4.840)
C (-3.261, -2.586, -3.134)
C (1.424, -1.086, -2.288)
C (-1.678, -1.417, -2.174)
C (4.239, -2.726, 1.150)
C (2.018, 4.136, 1.457)
C (1.735, 0.896, -5.420)
C (0.624, -4.994, 2.863)
C (-1.609, 3.310, -1.241)
C (1.691, 0.555, -4.044)
C (-5.261, -3.869, 2.236)
C (-2.848, 5.229, -2.822)
C (6.548, -2.264, 2.052)
C (1.915, 2.929, -3.510)
C (-0.032, -2.463, 4.497)
C (-0.481, -2.749, 3.231)
C (3.500, -0.068, 1.498)
C (0.688, 2.726, 0.053)
C (4.472, 4.217, 1.104)
C (0.793, 3.647, 1.120)
C (-3.283, 1.147, 2.677)
C (2.627, -0.992, 0.935)
C (1.643, 1.257, -1.696)
C (-4.019, 1.866, 1.750)
C (3.186, 3.736, 0.743)
C (4.768, -0.493, 1.857)
C (-2.988, 5.247, -1.437)
C (-0.449, -4.974, 0.346)
C (-2.592, 0.033, 2.260)
C (-2.059, 4.234, -3.401)
C (-2.349, -1.554, -3.369)
C (5.158, -1.821, 1.679)
C (1.769, 1.583, -3.078)
C (-5.387, -4.153, 0.883)
C (1.554, -0.796, -3.612)
C (-3.566, 6.237, -3.683)
C (-0.155, -3.948, 2.419)
C (0.858, -6.062, 2.010)
C (-3.359, 0.309, 0.080)
C (-4.019, -3.275, 2.348)
C (0.316, -6.056, 0.735)
C (-0.447, -1.285, 5.112)
B (-3.866, -4.204, -1.195)
H (6.641, -3.349, 2.040)
H (4.552, 4.916, 1.929)
H (-3.529, -2.903, 3.234)
H (-2.940, 6.563, -4.515)
H (7.279, -1.855, 1.350)
H (-4.471, 5.799, -4.109)
H (-3.373, -0.060, -0.934)
H (0.475, -6.875, 0.047)
H (1.037, -4.972, 3.862)
H (-3.591, 6.020, -0.973)
H (-0.899, -4.912, -0.636)
H (-4.862, -4.453, -1.827)
H (-3.993, -3.038, -3.787)
H (1.976, 3.720, -2.772)
H (-2.497, 4.294, 0.439)
H (-5.966, -4.075, 3.023)
H (-0.907, -0.712, -1.894)
H (1.652, 0.104, -6.157)
H (5.464, 0.217, 2.291)
H (-4.571, 2.012, -0.329)
H (-6.188, -4.626, 0.337)
H (-1.614, 0.477, 4.932)
H (1.462, -6.896, 2.344)
H (3.194, 0.961, 1.661)
H (-3.107, -5.151, -1.094)
H (6.561, 4.182, 0.711)
H (-0.101, 3.929, 1.664)
H (6.819, -1.905, 3.046)
H (4.523, -3.766, 1.030)
H (1.546, -1.590, -4.352)
H (-3.237, 1.450, 3.715)
H (6.355, 2.552, -1.160)
H (-4.565, 2.748, 2.059)
H (-3.860, 7.114, -3.107)
H (2.120, 4.833, 2.282)
H (-0.852, 2.485, -3.082)
H (1.890, 2.449, -6.862)
H (2.254, -3.032, 0.367)
H (-2.204, -0.995, -4.279)
H (0.653, -3.098, 5.049)
H (1.280, -2.105, -1.948)
H (2.071, 4.255, -5.159)
H (4.170, 1.693, -1.823)
H (-1.932, 4.214, -4.478)

Löwdin atomic charge list, values in e, 4 entries:
1 Cr 0.847
2 S 1.044
3 S 1.121
4 O -0.549

=====

(2)
DFT (ωB97M-V/def2-TZVPD) results for a molecular structure, C56H46BrN5O4PPbS.

HOMO = -0.342 Ha
Net charge = +1
Frontier orbital gap = 6.87 eV

Geometry (Å):
Pb (-0.408, -0.301, -0.058)
Br (-1.149, -0.396, -3.256)
S (6.473, -4.025, -1.759)
P (1.163, 0.250, 2.605)
O (6.672, -3.178, -2.896)
O (3.219, -0.006, 0.461)
O (7.424, -5.009, -1.350)
O (2.450, -0.850, -1.493)
N (0.098, 1.795, -2.174)
N (-0.505, -2.560, 1.056)
N (-2.046, 1.546, 0.298)
N (-2.569, -1.100, 0.097)
N (6.285, -3.032, -0.468)
C (-1.934, -4.383, 1.713)
C (-1.764, 2.811, 0.498)
C (-0.236, 1.281, -3.331)
C (3.224, -6.300, -1.136)
C (-0.426, 0.854, 3.291)
C (-0.801, -5.032, 2.249)
C (2.835, -5.039, -3.136)
C (3.615, 4.079, -0.049)
C (3.123, -0.969, -0.510)
C (3.145, -2.342, 5.874)
C (-3.050, 1.498, 4.023)
C (-5.471, 1.765, -1.060)
C (3.132, 1.358, 0.184)
C (0.526, -3.183, 1.579)
C (-3.537, -0.216, -0.356)
C (3.756, 3.266, -1.133)
C (0.711, 3.062, -4.546)
C (5.436, -1.859, -0.569)
C (4.093, -4.464, -3.030)
C (-3.277, 1.186, -0.153)
C (0.763, 2.953, -2.181)
C (1.221, -1.103, 5.119)
C (2.805, 3.856, 3.562)
C (-2.730, 0.194, 3.670)
C (-3.231, -4.937, 1.799)
C (1.896, -0.743, 3.959)
C (2.383, -5.958, -2.195)
C (-5.654, 0.452, -1.374)
C (3.184, 3.552, 1.193)
C (3.826, -1.986, 4.715)
C (0.026, 1.861, -4.560)
C (-4.280, -4.199, 1.342)
C (3.976, -2.150, -0.163)
C (-2.855, -2.351, 0.600)
C (1.108, 3.634, -3.339)
C (-4.695, -0.528, -1.038)
C (-2.066, 2.474, 4.006)
C (1.030, -6.600, -2.339)
C (2.821, 2.184, 1.303)
C (-1.433, -0.120, 3.300)
C (3.161, 4.368, 2.352)
C (1.847, -1.900, 6.072)
C (2.315, 2.535, 3.640)
C (4.482, -5.739, -1.016)
C (-3.929, 3.507, -0.196)
C (-2.697, 3.839, 0.292)
C (-1.743, -3.118, 1.113)
C (0.429, -4.438, 2.193)
C (-0.762, 2.157, 3.644)
C (-4.105, -2.927, 0.762)
C (-4.250, 2.158, -0.461)
C (2.249, 1.723, 2.536)
C (4.906, -4.813, -1.963)
C (3.204, -1.196, 3.763)
C (1.888, 4.917, -3.283)
C (3.553, 1.877, -1.006)
H (1.546, 5.618, -4.043)
H (2.839, 4.470, 4.452)
H (-4.063, 1.752, 4.305)
H (-0.291, 1.390, -5.478)
H (-2.422, 4.865, 0.492)
H (-3.492, -0.575, 3.664)
H (0.208, -0.765, 5.293)
H (1.093, -7.469, -2.997)
H (2.949, 4.729, -3.461)
H (3.466, 5.403, 2.260)
H (-3.371, -5.913, 2.243)
H (0.648, -6.941, -1.378)
H (-0.930, -5.995, 2.727)
H (5.138, -6.023, -0.203)
H (3.743, -0.907, 2.866)
H (-6.220, 2.511, -1.288)
H (-2.311, 3.495, 4.273)
H (1.036, 3.351, -1.208)
H (1.477, -2.669, 1.532)
H (-1.200, -1.139, 3.004)
H (3.629, -2.958, 6.620)
H (3.603, -3.012, -0.714)
H (0.941, 3.558, -5.481)
H (1.794, 5.392, -2.308)
H (0.309, -5.910, -2.775)
H (-6.555, 0.141, -1.887)
H (3.858, 5.132, -0.112)
H (-0.021, 2.945, 3.613)
H (6.337, -3.508, 0.420)
H (1.926, 2.174, 4.585)
H (-5.286, -4.592, 1.420)
H (4.845, -2.317, 4.561)
H (3.931, -2.345, 0.909)
H (1.307, -4.897, 2.625)
H (4.447, -3.744, -3.755)
H (-4.990, -2.386, 0.476)
H (1.316, -2.168, 6.975)
H (2.193, -4.768, -3.966)
H (3.785, 1.226, -1.835)
H (-4.868, -1.547, -1.348)
H (-0.755, 3.040, 0.825)
H (5.850, -1.060, 0.046)
H (4.093, 3.662, -2.082)
H (-4.668, 4.272, -0.402)
H (2.888, -7.022, -0.402)
H (5.472, -1.530, -1.608)

Löwdin atomic charge list, values in e, 4 entries:
1 Pb 1.307
2 Br 0.772
3 S 0.626
4 P 1.040

=====

(3)
DFT (ωB97M-V/def2-TZVPD) results for a molecular structure, C56H46F3NO2P2PdS2 in a non-equilibrium geometry.

HOMO (alpha / beta) = -0.461 / -0.455 Ha
Net charge = +2
Frontier orbital gap (alpha / beta) = 5.94 / 5.79 eV

Geometry (Å):
Pd (0.374, -0.526, -1.040)
S (-0.876, 1.777, -3.804)
S (0.039, 1.694, -0.181)
P (-1.871, -0.996, -0.187)
P (1.547, -1.005, 0.996)
F (6.777, -0.669, -4.392)
F (6.404, 1.454, -4.427)
F (5.672, 0.214, -6.027)
O (-0.866, 0.820, -2.653)
O (0.916, 2.541, -0.976)
N (2.206, -0.384, -2.575)
C (0.394, 2.199, 1.542)
C (-5.296, 0.792, 1.078)
C (5.209, -1.069, -0.667)
C (3.208, -0.436, 0.517)
C (0.253, 3.548, 1.788)
C (1.335, -0.761, 3.710)
C (-3.928, 2.524, 0.155)
C (-4.538, -2.412, -2.986)
C (1.286, 1.225, 5.009)
C (-2.512, 1.546, -4.608)
C (-2.110, -2.265, 1.088)
C (1.166, 3.581, 5.510)
C (1.405, -0.139, 4.959)
C (-2.783, 1.704, 0.058)
C (5.079, 1.050, 0.462)
C (-2.515, -4.128, 3.100)
C (-1.969, -1.892, 2.424)
C (-2.410, -3.585, 0.762)
C (0.073, 0.914, -5.114)
C (3.785, 0.775, 0.876)
C (-6.146, 3.223, 0.597)
C (-4.027, -1.881, -1.815)
C (-2.183, -2.821, 3.424)
C (4.579, 0.041, -3.942)
C (0.846, 3.302, 4.075)
C (-2.616, -4.508, 1.771)
C (-1.675, 3.679, -0.821)
C (2.721, -1.334, -3.356)
C (-5.351, 4.410, -0.001)
C (1.393, 2.191, 6.145)
C (3.552, -4.186, 2.557)
C (0.498, 4.128, 3.040)
C (1.146, -0.079, 2.515)
C (5.791, 0.135, -0.296)
C (-5.170, 2.091, 0.654)
C (0.830, 1.314, 2.556)
C (1.526, -5.056, 1.612)
C (0.976, 1.921, 3.826)
C (-3.976, 3.872, -0.249)
C (2.863, 0.772, -2.463)
C (1.150, -3.779, 1.224)
C (3.915, -1.341, -0.282)
C (-2.318, -2.567, -3.894)
C (5.868, 0.264, -4.703)
C (2.725, -5.262, 2.275)
C (-4.211, -0.071, 0.888)
C (3.908, -1.170, -4.052)
C (-3.687, -2.750, -4.025)
C (1.966, -2.697, 1.530)
C (-1.803, -2.045, -2.724)
C (-2.850, 4.440, -0.789)
C (-2.657, -1.688, -1.682)
C (4.050, 1.033, -3.130)
C (-1.614, 2.384, -0.353)
C (3.173, -2.908, 2.200)
C (-2.991, 0.332, 0.361)
H (-5.316, 5.258, 0.686)
H (-0.768, 4.118, -1.210)
H (0.231, -3.619, 0.675)
H (0.643, 1.973, 6.908)
H (4.543, 1.987, -3.027)
H (-5.804, 4.771, -0.927)
H (2.368, 2.116, 6.628)
H (-0.160, -0.147, -5.079)
H (-2.840, 5.457, -1.149)
H (-2.104, -2.522, 4.457)
H (-1.719, -0.867, 2.667)
H (-2.493, -3.882, -0.274)
H (-0.719, -1.897, -2.605)
H (2.067, 4.196, 5.566)
H (-4.698, -1.624, -1.010)
H (5.533, 1.987, 0.741)
H (4.300, -1.957, -4.675)
H (5.761, -1.798, -1.242)
H (-6.211, 0.414, 1.507)
H (2.173, -2.266, -3.435)
H (3.244, 1.487, 1.483)
H (-4.336, -1.108, 1.162)
H (-0.056, 4.191, 0.979)
H (-3.282, 1.966, -3.968)
H (-1.658, -2.840, -4.702)
H (3.448, -2.281, -0.553)
H (-2.869, -5.525, 1.517)
H (-0.187, 1.330, -6.080)
H (-2.717, 0.494, -4.782)
H (1.600, -0.730, 5.840)
H (-5.602, -2.565, -3.086)
H (4.496, -4.340, 3.055)
H (-2.499, 2.087, -5.549)
H (3.019, -6.256, 2.574)
H (6.801, 0.357, -0.598)
H (-2.697, -4.848, 3.882)
H (0.371, 4.142, 6.005)
H (-7.004, 2.957, -0.024)
H (0.885, -5.894, 1.390)
H (1.130, 1.071, -4.918)
H (1.464, -1.831, 3.678)
H (-6.535, 3.456, 1.590)
H (3.813, -2.069, 2.430)
H (2.424, 1.530, -1.821)
H (0.393, 5.194, 3.170)
H (-4.091, -3.152, -4.939)

Löwdin atomic charge list, values in e, 4 entries:
1 Pd 0.472
2 S 0.918
3 S 0.854
4 P 1.088

=====

(4)
DFT (ωB97M-V/def2-TZVPD) results for a molecular structure, C56H47BrClIN7OPRh in a non-equilibrium geometry.

Expectation value of S² = 6.010
HOMO (alpha / beta) = -0.368 / -0.372 Ha
Net charge = +1
Spin multiplicity = 5
Frontier orbital gap (alpha / beta) = 7.92 / 6.06 eV

Geometry (Å):
I (3.138, 3.253, -4.199)
Rh (-0.617, 0.579, 0.162)
Br (-0.510, 7.372, 1.312)
Cl (-2.859, 0.277, 0.800)
P (1.029, -2.780, -0.086)
O (0.372, 1.501, -2.296)
N (-0.998, -3.133, -1.919)
N (1.977, 0.123, -3.090)
N (-0.427, -1.295, 1.797)
N (-0.231, -3.432, 2.338)
N (3.344, -1.516, 0.622)
N (-0.727, -1.008, -1.439)
N (1.754, -0.030, 0.204)
C (-1.759, -0.469, 3.773)
C (0.159, -4.827, 2.270)
C (3.855, -0.297, 0.966)
C (1.351, 2.073, -4.393)
C (3.173, 4.305, -0.031)
C (6.904, -0.569, 3.156)
C (7.282, 1.131, 1.505)
C (-4.190, 2.232, -3.436)
C (-3.005, -0.718, 4.344)
C (-1.517, -3.511, 6.987)
C (7.720, 0.407, 2.604)
C (-0.593, 3.633, -0.485)
C (5.202, -0.087, 1.515)
C (-0.815, -4.573, -1.907)
C (2.081, -1.320, 0.160)
C (-0.673, 5.003, -0.269)
C (-5.309, -4.293, -4.508)
C (0.030, 3.289, 1.793)
C (-3.527, -0.057, -3.782)
C (-2.611, 0.032, -2.731)
C (5.651, -0.816, 2.615)
C (-0.942, -2.840, 3.348)
C (-4.062, -4.318, -5.115)
C (3.624, 4.777, 1.193)
C (-0.258, 2.757, 0.543)
C (-0.078, 4.652, 2.034)
C (-2.968, -3.747, -4.482)
C (-0.244, -2.221, -1.254)
C (-1.198, 0.798, 3.883)
C (1.186, 1.213, -3.163)
C (-3.691, 0.309, 4.971)
C (-3.257, 2.345, -2.417)
C (-1.820, -1.120, -2.271)
C (2.863, 0.626, 0.689)
C (-1.884, 1.824, 4.505)
C (3.042, 2.076, 0.869)
C (-1.093, -2.919, 5.810)
C (-2.215, -4.711, 6.952)
C (-2.479, 1.256, -2.084)
C (4.066, -2.777, 0.662)
C (0.072, -2.468, 1.433)
C (-2.006, -2.460, -2.556)
C (6.031, 0.888, 0.962)
C (-3.141, 1.582, 5.039)
C (-0.425, 5.500, 0.997)
C (3.783, 3.901, 2.258)
C (2.873, 2.961, -0.189)
C (-3.121, -3.138, -3.240)
C (-1.050, -1.503, 3.012)
C (-4.373, -3.131, -2.625)
C (3.501, 2.555, 2.096)
C (-1.366, -3.518, 4.579)
C (-2.064, -4.724, 4.553)
C (-4.312, 1.033, -4.123)
C (-5.462, -3.706, -3.259)
C (-2.486, -5.316, 5.734)
H (-2.314, -5.186, 3.606)
H (-4.485, -2.653, -1.660)
H (3.058, 4.983, -0.867)
H (1.454, 1.487, -5.301)
H (2.519, 2.589, -1.140)
H (4.129, 4.267, 3.216)
H (5.011, -1.558, 3.077)
H (-0.551, -1.982, 5.834)
H (-0.770, 3.277, -1.489)
H (8.693, 0.607, 3.033)
H (-3.450, -1.701, 4.263)
H (0.125, 5.051, 3.018)
H (-1.385, -5.013, -2.719)
H (7.239, -1.138, 4.013)
H (-0.908, 5.671, -1.087)
H (3.865, -3.320, 1.587)
H (0.380, 2.672, 2.609)
H (-3.631, -0.975, -4.340)
H (1.930, -0.411, -2.237)
H (-6.165, -4.724, -5.011)
H (-5.031, 0.942, -4.926)
H (-1.739, 1.327, -1.285)
H (-4.668, 0.120, 5.396)
H (-3.696, 2.387, 5.503)
H (3.858, 5.826, 1.319)
H (-6.432, -3.688, -2.781)
H (-3.036, -6.247, 5.701)
H (-1.999, -3.746, -4.969)
H (3.639, 1.865, 2.920)
H (-2.553, -5.168, 7.872)
H (-0.645, -5.440, 1.861)
H (5.131, -2.574, 0.599)
H (-4.815, 3.075, -3.696)
H (5.690, 1.457, 0.106)
H (1.031, -4.928, 1.629)
H (-0.214, 0.951, 3.462)
H (-3.148, 3.273, -1.870)
H (7.915, 1.890, 1.065)
H (-1.303, -3.033, 7.934)
H (-1.447, 2.813, 4.559)
H (0.522, 2.766, -4.475)
H (-1.164, -5.001, -0.966)
H (0.238, -4.817, -2.036)
H (-3.942, -4.773, -6.090)
H (2.719, -0.051, -3.743)
H (3.771, -3.398, -0.180)
H (0.399, -5.189, 3.267)

Löwdin atomic charge list, values in e, 4 entries:
1 I 0.835
2 Rh 0.989
3 Br 0.739
4 Cl 0.136